Record 1
60
Properties=species:S:1:pos:R:3:mulliken_charge:R:1 method="wB97M-V/def2-TZVPD" charge=+2 orbital_gap_ev="8.165 / 5.198" e_homo_ev="-14.7 / -14.7" s_squared=6.013 spin_multiplicity=5 e_tot_ev=-82585.410
Ir -0.22 1.39 -0.14 1.473
S 3.85 7.98 0.05 0.247
N 4.39 6.46 0.14 -0.634
C 3.32 5.69 0.04 0.833
C 3.32 4.24 0.09 0.321
C 4.48 3.48 0.25 -0.418
C 4.38 2.11 0.30 -1.065
C 3.12 1.53 0.18 0.440
N 2.01 2.24 0.02 -0.201
C 2.10 3.58 -0.03 -0.201
C 0.86 4.33 -0.18 -0.110
N -0.28 3.61 -0.29 -0.376
C -1.45 4.25 -0.38 0.009
C -1.54 5.64 -0.38 -0.961
C -0.39 6.38 -0.29 -0.398
C 0.84 5.72 -0.20 0.295
C 2.11 6.41 -0.09 0.777
N 2.28 7.72 -0.10 -0.626
H 5.44 3.99 0.35 0.572
H 5.25 1.48 0.44 0.460
H 3.03 0.45 0.23 0.091
H -2.34 3.65 -0.49 0.524
H -2.51 6.11 -0.44 0.474
H -0.40 7.46 -0.30 0.571
F -3.98 2.49 0.93 -0.340
Te -3.18 0.89 0.53 2.023
F -4.53 0.02 -0.33 -0.364
F -3.90 0.25 2.09 -0.341
F -2.17 -0.70 0.57 -0.379
F -1.69 1.43 1.69 -0.544
O -2.27 1.44 -0.94 -0.936
C 2.64 -3.01 1.46 -1.006
C 1.35 -3.60 2.04 -0.464
C 0.10 -2.75 1.80 -0.991
N -0.41 -2.84 0.42 0.257
C -0.21 -2.02 -0.56 0.591
S 0.91 -0.66 -0.39 -0.374
N -0.73 -2.19 -1.79 0.016
C -1.17 -3.40 -2.48 0.023
O -0.91 -3.45 -3.64 -0.484
C -1.93 -4.41 -1.71 0.524
C -2.94 -4.04 -0.82 -0.223
C -3.70 -5.02 -0.21 -0.567
C -3.46 -6.36 -0.48 -0.506
C -2.46 -6.73 -1.37 -0.629
C -1.70 -5.76 -2.01 -0.620
H 3.49 -3.59 1.78 0.411
H 2.78 -1.98 1.80 0.206
H 2.64 -3.02 0.36 0.260
H 1.45 -3.70 3.12 0.374
H 1.18 -4.60 1.64 0.303
H 0.28 -1.70 2.04 0.482
H -0.70 -3.10 2.44 0.460
H -1.02 -3.63 0.23 0.070
H -0.44 -1.50 -2.47 0.310
H -3.17 -2.99 -0.66 0.562
H -4.50 -4.74 0.47 0.459
H -4.06 -7.12 -0.01 0.416
H -2.27 -7.77 -1.59 0.430
H -0.94 -6.02 -2.73 0.496

***

Record 2
54
Properties=species:S:1:pos:R:3:mulliken_charge:R:1 method="wB97M-V/def2-TZVPD" charge=-1 orbital_gap_ev=6.153 e_homo_ev=-4.3 spin_multiplicity=1 e_tot_ev=-63825.144 e_above_lowest_kcal_mol=16.0
C 3.59 -0.89 3.11 -1.189
C 2.42 -1.46 2.32 -0.195
O 1.54 -0.29 2.05 -0.186
C 0.37 -0.64 1.48 -0.141
C -0.53 0.54 1.43 2.674
C -1.88 0.37 1.97 0.077
C -2.59 -0.79 1.54 -0.259
C -3.86 -1.09 2.05 -0.844
C -4.47 -0.20 2.97 -0.286
C -3.82 0.97 3.39 -0.713
C -2.54 1.28 2.87 -0.153
C 0.19 1.72 1.72 -0.804
N 0.76 2.75 1.78 -0.773
O 0.05 -1.74 1.05 -0.672
H 4.40 -1.63 3.20 0.375
H 4.01 0.03 2.66 0.211
H 3.28 -0.65 4.14 0.363
H 2.74 -1.89 1.35 0.228
H 1.87 -2.21 2.90 0.401
H -2.10 -1.43 0.79 0.511
H -4.42 -1.94 1.65 0.407
H -5.45 -0.44 3.38 0.364
H -4.26 1.67 4.14 0.340
H -2.06 2.26 3.10 0.348
C -4.29 -1.31 -2.50 -0.501
C -3.38 -1.24 -3.57 -0.493
C -2.39 -0.25 -3.56 -0.485
C -2.29 0.59 -2.45 0.101
S -0.98 1.85 -2.48 1.153
N 0.39 0.83 -2.13 -0.424
F 0.07 0.95 -0.17 -0.141
S 1.86 1.77 -2.14 1.055
C 3.07 0.57 -1.51 0.133
C 3.81 0.81 -0.33 -0.059
C 4.87 -0.05 0.00 -0.553
C 5.19 -1.11 -0.89 -0.427
C 4.47 -1.30 -2.08 -0.577
C 3.43 -0.43 -2.40 -0.472
O 2.19 2.04 -3.52 -0.710
O 1.81 2.82 -1.16 -0.606
O -0.87 2.27 -3.86 -0.721
O -1.25 2.79 -1.42 -0.638
C -3.23 0.58 -1.42 -0.211
C -4.22 -0.41 -1.42 -0.560
H -5.03 -2.10 -2.52 0.346
H -3.42 -1.93 -4.43 0.347
H -1.65 -0.18 -4.36 0.404
H 3.57 1.65 0.33 0.367
H 5.43 0.09 0.94 0.475
H 6.01 -1.79 -0.65 0.341
H 4.73 -2.10 -2.79 0.361
H 2.87 -0.55 -3.32 0.402
H -3.15 1.32 -0.62 0.508
H -4.89 -0.49 -0.56 0.503